1.
{"formula": "C5H6N", "method": "ωB97M-V/def2-TZVPD", "symbols": ["C", "C", "C", "C", "C", "N", "H", "H", "H", "H", "H", "H"], "positions_angstrom": [[0.660, -1.013, -1.662], [0.470, 1.252, -0.338], [-1.062, -0.669, 0.410], [0.377, -0.960, -0.079], [-0.113, 0.432, 0.718], [0.838, 0.064, -1.059], [1.145, 2.060, -0.058], [-0.301, 1.741, -0.989], [-1.906, -0.516, -0.342], [-1.422, -1.344, 1.319], [1.081, -1.661, 0.350], [0.233, 0.615, 1.730]], "e_homo_ev": -15.811, "total_charge": 1, "e_lumo_ev": -5.16, "gap_ha": 0.391, "energy_ev": -6758.6560, "relative_energy_kcal_mol": 150.4}

=====

2.
{"formula": "C5H6N", "method": "ωB97M-V/def2-TZVPD", "symbols": ["C", "C", "C", "C", "C", "N", "H", "H", "H", "H", "H", "H"], "positions_angstrom": [[1.178, -1.149, -1.473], [0.433, -0.300, 0.240], [-0.758, 0.342, 0.197], [1.756, -0.621, -0.212], [-1.718, 1.262, 0.720], [-0.665, -0.699, -0.646], [1.013, -2.218, -1.573], [2.319, -1.365, 0.363], [2.370, 0.288, -0.250], [-1.252, 2.216, 0.971], [-2.139, 0.859, 1.650], [-2.538, 1.384, 0.012]], "e_homo_ev": [-13.853, -13.844], "total_charge": 1, "e_lumo_ev": [-6.24, -6.24], "gap_ha": [0.280, 0.279], "energy_ev": -6757.4022, "relative_energy_kcal_mol": 179.3}

=====

3.
{"formula": "C5H6N", "method": "ωB97M-V/def2-TZVPD", "symbols": ["C", "C", "C", "C", "C", "N", "H", "H", "H", "H", "H", "H"], "positions_angstrom": [[-1.870, 0.474, -0.100], [1.087, -0.662, -0.123], [1.063, 0.820, -0.170], [-0.338, -0.793, 0.523], [-0.703, 0.669, 0.655], [-1.259, -0.526, -0.558], [-2.686, 0.835, -0.629], [1.075, -1.194, -1.038], [1.961, -1.029, 0.485], [1.493, 1.297, 0.739], [0.945, 1.598, -1.028], [-0.767, -1.489, 1.244]], "e_homo_ev": [-13.245, -17.053], "total_charge": 1, "multiplicity": 3, "e_lumo_ev": [-5.58, -8.68], "gap_ha": [0.282, 0.308], "energy_ev": -6756.2774, "relative_energy_kcal_mol": 107.0}

=====

4.
{"formula": "C5H6N", "method": "ωB97M-V/def2-TZVPD", "symbols": ["C", "C", "C", "C", "C", "N", "H", "H", "H", "H", "H", "H"], "positions_angstrom": [[-3.074, -0.432, 0.415], [-2.085, 0.026, -0.056], [0.562, 1.340, 0.336], [-0.208, 0.750, -0.740], [1.714, -0.824, 0.076], [0.864, 0.227, -0.114], [-4.051, -0.750, 0.663], [0.897, 2.104, 1.075], [-0.291, 1.076, -1.789], [1.660, -1.252, 1.081], [2.695, -0.533, -0.356], [1.317, -1.732, -0.590]], "e_homo_ev": [-10.749, -15.848], "total_charge": 1, "multiplicity": 3, "e_lumo_ev": [-4.35, -9.21], "gap_ha": [0.235, 0.244], "energy_ev": -6753.5853, "relative_energy_kcal_mol": 169.1}

=====

5.
{"formula": "C5H6N2", "method": "ωB97M-V/def2-TZVPD", "symbols": ["N", "C", "C", "C", "C", "C", "N", "H", "H", "H", "H", "H", "H"], "positions_angstrom": [[2.691, -0.861, 0.797], [1.488, -0.671, 0.990], [1.002, 0.588, 0.425], [0.315, 0.513, -0.925], [-1.108, 0.414, -0.444], [-1.614, -0.824, 0.073], [-1.167, -0.075, 0.992], [1.229, 1.590, 0.786], [0.634, -0.355, -1.516], [0.430, 1.426, -1.510], [-1.819, 1.224, -0.542], [0.494, -1.672, 0.929], [-2.574, -1.298, -0.057]], "e_homo_ev": [-8.872, -8.008], "e_lumo_ev": [-0.33, -0.17], "gap_ha": [0.314, 0.288], "energy_ev": -8254.4366, "relative_energy_kcal_mol": 182.7}

=====

6.
{"formula": "C5H6N2", "method": "ωB97M-V/def2-TZVPD", "symbols": ["C", "C", "C", "N", "N", "C", "C", "H", "H", "H", "H", "H", "H"], "positions_angstrom": [[0.814, 1.716, -0.198], [0.870, 0.305, 0.064], [2.224, -0.180, -0.022], [3.297, -0.568, 0.022], [-0.237, -0.486, 0.517], [-1.632, -0.204, 0.353], [-0.995, -1.371, -0.282], [-0.094, 2.297, -0.206], [1.844, 2.197, -0.378], [-1.941, 0.525, -0.259], [-2.150, -0.380, 1.387], [-1.052, -2.438, 0.278], [-0.947, -1.415, -1.275]], "e_homo_ev": -9.133, "smiles": "C=C(C#N)N1CC1", "e_lumo_ev": 0.45, "gap_ha": 0.352, "energy_ev": -8258.7874, "relative_energy_kcal_mol": 82.3}

=====

7.
{"formula": "C5H6N2", "method": "ωB97M-V/def2-TZVPD", "symbols": ["C", "C", "C", "N", "C", "C", "N", "H", "H", "H", "H", "H", "H"], "positions_angstrom": [[-1.484, -0.591, 0.104], [-1.925, 0.729, -0.465], [0.338, 0.993, 0.871], [1.623, 1.175, 0.732], [2.053, 0.134, -0.056], [1.014, -0.677, -0.407], [-0.099, -0.134, 0.208], [-1.506, -1.477, -0.539], [-1.884, -0.837, 1.091], [-1.652, 0.683, -1.536], [-0.345, 1.620, 1.426], [3.099, 0.018, -0.307], [0.960, -1.592, -0.978]], "e_homo_ev": -9.015, "e_lumo_ev": -0.54, "gap_ha": 0.312, "energy_ev": -8257.9782, "relative_energy_kcal_mol": 101.0}

=====

8.
{"formula": "C5H6N2", "method": "ωB97M-V/def2-TZVPD", "symbols": ["N", "C", "C", "C", "C", "C", "N", "H", "H", "H", "H", "H", "H"], "positions_angstrom": [[1.158, 1.011, -1.609], [0.464, 0.288, -0.711], [1.019, -0.148, 0.506], [0.087, -0.530, 1.483], [-1.162, -0.557, 1.071], [-1.558, -0.340, -0.177], [-0.844, 0.106, -1.152], [1.945, 1.524, -1.414], [0.642, 1.402, -2.327], [2.142, 0.015, 0.739], [0.370, -0.849, 2.447], [-1.854, -1.135, 1.690], [-2.409, -0.789, -0.547]], "e_homo_ev": -8.153, "smiles": "Nc1ccccn1", "e_lumo_ev": 1.10, "gap_ha": 0.340, "energy_ev": -8261.4518, "relative_energy_kcal_mol": 20.9}

=====

9.
{"formula": "C5H6N2", "method": "ωB97M-V/def2-TZVPD", "symbols": ["N", "C", "C", "C", "C", "N", "C", "H", "H", "H", "H", "H", "H"], "positions_angstrom": [[-1.299, -1.637, 0.677], [-0.507, -0.550, 0.316], [0.666, -0.699, -0.471], [1.420, 0.434, -0.834], [0.889, 1.701, -0.506], [-0.244, 1.826, 0.172], [-0.939, 0.722, 0.451], [-1.805, -1.436, 1.544], [-0.780, -2.559, 0.854], [0.803, -1.718, -0.911], [2.233, 0.338, -1.542], [1.464, 2.648, -0.699], [-1.901, 0.930, 0.951]], "e_homo_ev": -8.610, "smiles": "Nc1cccnc1", "e_lumo_ev": 0.97, "gap_ha": 0.352, "energy_ev": -8261.9795, "relative_energy_kcal_mol": 8.7}

=====

10.
{"formula": "C5H6N2", "method": "ωB97M-V/def2-TZVPD", "symbols": ["C", "N", "C", "C", "C", "N", "C", "H", "H", "H", "H", "H", "H"], "positions_angstrom": [[-1.882, 0.494, 0.829], [-0.671, 0.671, 0.502], [0.581, 1.368, 0.424], [0.092, 0.327, -0.664], [0.841, -0.878, -0.747], [1.578, -1.500, -1.663], [1.383, -2.154, -0.555], [-2.562, -0.269, 0.473], [-2.440, 0.941, 1.773], [1.217, 1.020, 1.120], [0.378, 2.397, 0.185], [-0.062, 0.646, -1.670], [1.546, -3.064, -0.008]], "e_homo_ev": -21.829, "total_charge": 2, "smiles": "C=[N+]1C[C@H]1C1=[N+]=C1", "e_lumo_ev": -10.32, "gap_ha": 0.423, "energy_ev": -8237.5697, "relative_energy_kcal_mol": 0.0}

=====

11.
{"formula": "C5H6N2O", "method": "ωB97M-V/def2-TZVPD", "symbols": ["C", "C", "C", "C", "C", "H", "H", "H", "H", "H", "H", "N", "N", "O"], "positions_angstrom": [[-1.229, 0.954, -0.640], [-0.221, 0.346, -1.655], [0.340, -0.578, -0.512], [1.265, -0.842, 1.458], [-0.272, 0.414, 0.480], [-0.809, -0.056, -2.531], [0.264, 1.281, -2.036], [-0.394, -1.508, -0.632], [2.120, -0.983, 2.191], [-0.907, -0.989, 2.061], [0.529, 1.269, 0.576], [1.504, -0.973, 0.245], [0.008, 0.006, 1.935], [-2.198, 1.658, -0.939]], "e_homo_ev": -9.918, "e_lumo_ev": 0.27, "gap_ha": 0.374, "energy_ev": -10304.2752, "relative_energy_kcal_mol": 122.9}

=====

12.
{"formula": "C5H6N2O", "method": "ωB97M-V/def2-TZVPD", "symbols": ["C", "C", "O", "C", "N", "C", "C", "N", "H", "H", "H", "H", "H", "H"], "positions_angstrom": [[2.835, -0.469, 0.404], [1.579, -0.853, 0.129], [0.502, -0.273, 0.663], [-0.774, -0.226, -0.071], [-1.340, 0.996, 0.040], [-2.623, 0.817, 0.273], [-2.944, -0.569, 0.224], [-1.847, -1.265, 0.069], [3.812, -0.870, -0.034], [3.027, 0.312, 1.026], [1.468, -1.486, -0.744], [-0.365, -0.308, -1.193], [-3.236, 1.639, 0.172], [-3.878, -0.974, 0.373]], "e_homo_ev": -8.954, "smiles": "C=COC1N=CC=N1", "e_lumo_ev": -0.80, "gap_ha": 0.300, "energy_ev": -10306.4595, "relative_energy_kcal_mol": 72.5}

=====

13.
{"formula": "C5H6N2O", "method": "ωB97M-V/def2-TZVPD", "symbols": ["C", "C", "C", "C", "C", "O", "N", "N", "H", "H", "H", "H", "H", "H"], "positions_angstrom": [[0.941, -1.339, -1.020], [-0.244, -0.712, -0.391], [-0.321, 0.479, 0.313], [0.744, 1.141, 1.123], [-1.681, 0.901, 0.314], [-2.372, 1.811, 0.613], [-2.300, -0.401, -0.704], [-1.518, -1.332, -0.699], [0.921, -2.417, -0.856], [1.858, -0.925, -0.607], [0.932, -1.171, -2.099], [1.723, 1.057, 0.652], [0.530, 2.203, 1.239], [0.788, 0.706, 2.123]], "e_homo_ev": [-8.519, -8.523], "smiles": "CC1=C(C)C(=O)N=N1", "e_lumo_ev": [-1.01, -1.01], "gap_ha": [0.276, 0.276], "energy_ev": -10307.0116, "relative_energy_kcal_mol": 59.8}

=====

14.
{"formula": "C5H6N2O2", "method": "ωB97M-V/def2-TZVPD", "symbols": ["C", "N", "C", "O", "C", "N", "C", "C", "O", "H", "H", "H", "H", "H", "H"], "positions_angstrom": [[0.768, -1.821, -2.128], [0.578, -1.117, -0.905], [0.050, 0.106, -0.881], [-0.108, 0.873, -1.882], [-0.331, 0.596, 0.479], [-0.678, -0.068, 1.597], [-0.814, 0.877, 2.545], [-0.553, 2.097, 1.939], [-0.305, 1.987, 0.645], [1.768, -1.654, -2.408], [0.459, -2.808, -1.965], [0.077, -1.213, -2.839], [0.883, -1.604, -0.011], [-1.018, 0.622, 3.581], [-0.777, 3.127, 2.232]], "e_homo_ev": -9.309, "smiles": "CNC(=O)c1ncco1", "e_lumo_ev": 0.51, "gap_ha": 0.361, "energy_ev": -12356.4284, "relative_energy_kcal_mol": 27.5}

=====

15.
{"formula": "C5H6N2O2", "method": "ωB97M-V/def2-TZVPD", "symbols": ["C", "C", "N", "C", "C", "O", "C", "N", "H", "H", "H", "H", "O", "H", "H"], "positions_angstrom": [[-2.667, -0.769, 0.052], [-1.433, 0.050, 0.092], [-1.306, 1.344, 0.082], [0.054, 1.576, 0.108], [0.691, 0.385, 0.269], [-0.254, -0.589, 0.143], [2.095, -0.035, 0.381], [2.605, -0.887, -0.495], [-2.687, -1.468, 0.900], [-3.541, -0.113, 0.099], [-2.701, -1.361, -0.873], [0.489, 2.550, -0.095], [2.967, 0.927, 0.423], [2.043, -1.722, -0.620], [3.645, 0.113, -0.466]], "e_homo_ev": -9.220, "e_lumo_ev": -0.05, "gap_ha": 0.337, "energy_ev": -12354.4669, "relative_energy_kcal_mol": 72.7}

=====

16.
{"formula": "C5H6N2O2", "method": "ωB97M-V/def2-TZVPD", "symbols": ["C", "C", "C", "C", "O", "N", "C", "O", "N", "H", "H", "H", "H", "H", "H"], "positions_angstrom": [[2.210, -1.504, -1.022], [1.001, -0.721, -0.544], [-0.243, -0.851, -0.976], [-1.421, -0.250, -0.485], [-2.506, -0.325, -0.867], [-1.093, 0.662, 0.477], [0.194, 0.878, 0.945], [0.211, 1.766, 1.923], [1.257, 0.260, 0.410], [2.913, -1.039, -0.552], [2.109, -2.753, -0.735], [2.205, -1.284, -2.055], [-0.083, -1.578, -1.790], [-1.712, 1.522, 0.895], [1.351, 1.841, 2.068]], "e_homo_ev": -8.918, "smiles": "Cc1cc(=O)[nH]c(O)n1", "e_lumo_ev": 0.33, "gap_ha": 0.340, "energy_ev": -12355.4050, "relative_energy_kcal_mol": 51.1}

=====

17.
{"formula": "C5H6N2O2", "method": "ωB97M-V/def2-TZVPD", "symbols": ["C", "C", "C", "C", "N", "O", "C", "O", "N", "H", "H", "H", "H", "H", "H"], "positions_angstrom": [[1.271, 1.628, -0.034], [0.876, 0.343, -0.030], [1.884, -0.834, 0.078], [-0.569, 0.246, -0.087], [-1.412, 1.359, 0.044], [-2.701, 0.853, 0.094], [-2.698, -0.498, 0.050], [-3.604, -1.215, -0.008], [-1.320, -0.890, -0.023], [2.354, 1.770, 0.011], [0.541, 2.403, -0.034], [1.760, -1.528, -0.906], [1.823, -1.439, 0.986], [2.857, -0.343, 0.021], [-1.060, -1.857, -0.162]], "e_homo_ev": -8.870, "smiles": "C=C(C)c1noc(=O)[nH]1", "e_lumo_ev": 0.19, "gap_ha": 0.333, "energy_ev": -12355.4142, "relative_energy_kcal_mol": 50.9}

=====

Q: Which strongest force on any atom values were calculated for the entries above? A: 4.6 2.1 4.8 9.3 4.3 6.7 0.3 5.3 3.0 4.3 6.8 4.9 3.2 3.7 6.0 7.4 4.5, in eV Å⁻¹.